Entry from the Open Molecules 2025 dataset: 3 unconnected molecules or ions with the total composition C6H12O12S3 at a distorted geometry (ωB97M-V with the def2-TZVPD basis set).

Results
Net charge: 0
E_LUMO in eV: -0.10
DFT total energy in Ha: -2333.17321
Highest occupied orbital energy in eV: -10.96
Orbital gap in eV: 10.87
Structure (SMILES): O=S1(=O)OCCO1.O=S1(=O)OCCO1.O=S1(=O)OCCO1

Positions of all 33 atoms, in Å:
O: -0.190363 2.781962 -1.121517
S: -0.470178 1.925225 -0.022332
O: -0.598124 2.434159 1.304452
O: -1.714169 0.985859 -0.288739
C: -1.344771 -0.133632 -1.068978
C: -0.041617 -0.564413 -0.406738
O: 0.618219 0.684240 -0.070340
H: -2.072549 -0.933045 -0.940783
H: -1.233122 0.176178 -2.107493
H: 0.671544 -1.139069 -1.003685
H: -0.045762 -1.112575 0.541646
O: -0.608277 0.599016 -4.320017
S: 0.194906 -0.427045 -4.906579
O: 0.673065 -0.282694 -6.239129
O: 1.386591 -0.732441 -3.861678
C: 1.738364 -2.098879 -3.924507
C: 0.441603 -2.860582 -4.163445
O: -0.496335 -1.899557 -4.723246
H: 2.422632 -2.232486 -4.770619
H: 2.243102 -2.424601 -3.019705
H: 0.011062 -3.265514 -3.242954
H: 0.385874 -3.678230 -4.882274
O: -2.253367 2.549590 5.623896
S: -0.999182 1.949983 5.956834
O: -0.516137 2.075782 7.309193
O: -0.948068 0.429779 5.429998
C: -0.223637 0.346282 4.189738
C: 0.805596 1.445701 4.266272
O: 0.186361 2.512620 4.975669
H: 0.159890 -0.663535 4.092521
H: -0.897254 0.576426 3.358515
H: 0.991731 1.858165 3.274095
H: 1.722375 1.117332 4.761930

Forces on the atoms, in the same order (eV/Å):
O -0.2 -0.2 0.4
S 1.0 -0.9 0.1
O 0.2 -0.2 -0.5
O -0.9 0.6 0.3
C 0.5 -1.0 0.2
C 1.6 0.3 0.4
O -0.6 1.0 0.0
H -0.3 0.4 -0.1
H 0.1 -0.2 0.0
H -0.3 0.3 -0.5
H -1.1 0.0 -0.1
O 0.3 -0.9 -0.4
S -0.4 -0.3 0.7
O 0.0 -0.3 0.5
O -0.4 0.5 0.0
C 0.7 -0.9 -1.2
C -1.4 -0.2 -0.2
O 0.4 1.2 0.1
H 0.0 -0.1 0.2
H -0.1 0.3 0.1
H 0.0 0.4 0.1
H 0.9 0.0 0.0
O 0.8 -0.5 -0.1
S 0.7 1.1 0.7
O -0.5 -0.7 -1.3
O 0.1 0.4 0.5
C -0.7 0.3 -0.4
C 0.5 0.2 -0.5
O -1.2 -0.4 0.8
H 0.2 0.0 0.1
H -0.1 -0.2 0.1
H 0.3 -0.3 0.0
H 0.0 0.2 0.1